[1]
{
  "formula": "C26H42Cl6N6",
  "method": "the ωB97M-V functional and the def2-TZVPD basis",
  "homo_lumo_gap_ha": 0.32013,
  "total_energy_ev": -111716.657,
  "symbols": ["Cl", "Cl", "Cl", "Cl", "Cl", "Cl", "N", "N", "N", "N", "N", "N", "C", "C", "C", "C", "C", "C", "C", "C", "C", "C", "C", "C", "C", "C", "C", "C", "C", "C", "C", "C", "C", "C", "C", "C", "C", "C", "H", "H", "H", "H", "H", "H", "H", "H", "H", "H", "H", "H", "H", "H", "H", "H", "H", "H", "H", "H", "H", "H", "H", "H", "H", "H", "H", "H", "H", "H", "H", "H", "H", "H", "H", "H", "H", "H", "H", "H", "H", "H"],
  "positions_angstrom": [[-20.869, -15.486, 6.958], [-16.374, -10.477, 0.445], [-22.084, -14.557, 4.427], [-21.427, -12.741, 6.585], [-18.490, -8.901, 1.637], [-15.748, -8.085, 1.956], [-11.290, -15.481, 4.193], [-18.436, -11.283, 4.683], [-15.063, -13.786, 6.508], [-17.574, -8.621, 5.858], [-20.478, -14.571, 0.447], [-26.066, -14.320, 2.636], [-12.219, -15.792, 3.585], [-18.060, -13.077, 8.083], [-15.894, -13.835, 7.343], [-20.876, -14.193, 5.719], [-23.286, -12.583, 1.105], [-17.565, -11.608, 8.026], [-20.229, -13.348, -1.842], [-19.630, -11.953, -1.807], [-23.014, -11.723, 2.310], [-14.389, -13.815, 3.033], [-19.487, -11.437, 3.842], [-19.014, -4.403, 3.646], [-17.579, -7.549, 5.435], [-23.818, -14.048, 1.309], [-17.503, -12.275, 4.451], [-14.597, -15.305, 3.261], [-16.799, -9.467, 1.778], [-18.099, -13.171, 3.565], [-20.362, -14.035, -0.540], [-20.450, -10.905, -1.054], [-13.408, -16.130, 2.826], [-16.905, -13.981, 8.387], [-18.936, -5.857, 4.149], [-25.058, -14.161, 2.055], [-17.568, -6.219, 4.792], [-19.326, -12.595, 3.217], [-18.276, -10.511, 5.314], [-19.524, -11.696, -2.861], [-14.712, -15.426, 4.338], [-20.040, -4.155, 3.376], [-18.537, -4.347, 2.667], [-19.887, -13.975, 5.318], [-22.457, -12.612, 0.398], [-18.614, -3.715, 4.391], [-20.330, -10.762, 3.817], [-16.537, -12.295, 4.934], [-20.568, -11.324, -0.054], [-17.243, -5.469, 5.514], [-13.631, -13.475, 3.739], [-16.769, -6.207, 4.051], [-23.998, -11.980, 0.541], [-24.122, -14.515, 0.372], [-21.229, -13.227, -2.259], [-15.278, -13.269, 3.349], [-13.183, -16.048, 1.762], [-16.403, -13.687, 9.309], [-18.798, -13.231, 8.870], [-15.514, -15.662, 2.793], [-16.699, -9.976, 2.737], [-20.049, -13.055, 2.560], [-23.756, -11.685, 3.108], [-17.724, -14.134, 3.253], [-19.223, -6.586, 3.391], [-19.996, -9.914, -1.052], [-16.893, -11.487, 7.176], [-14.219, -13.523, 1.997], [-22.824, -10.748, 1.863], [-18.409, -10.957, 7.797], [-18.579, -13.348, 7.164], [-19.723, -14.016, -2.539], [-23.088, -14.730, 1.746], [-13.569, -17.200, 2.956], [-22.154, -12.059, 2.890], [-21.412, -10.763, -1.546], [-17.183, -15.022, 8.553], [-19.624, -5.919, 4.992], [-18.621, -11.940, -1.395], [-17.002, -11.234, 8.881]],
  "atomic_forces_ev_per_a": [[0.370, 0.001, -0.714], [0.190, -0.351, -0.314], [0.927, -0.029, 0.580], [0.126, 0.294, -0.229], [0.178, -0.148, -0.013], [0.534, 0.565, -0.223], [-0.542, -0.252, -0.346], [1.487, 0.487, -0.028], [-2.549, 0.030, 2.445], [-0.101, 0.615, -0.113], [-0.260, -1.167, 2.224], [2.603, 0.518, -1.524], [1.010, 0.452, 0.463], [-0.300, 1.128, 0.747], [2.864, -0.739, -2.647], [-1.242, 0.127, 0.566], [-1.179, -0.757, -0.557], [-0.608, -0.328, -0.891], [-0.602, -0.207, 0.327], [0.753, 0.613, -0.383], [1.068, -0.263, 0.595], [-0.606, 0.218, 0.556], [-0.915, 1.423, 1.403], [-0.062, -1.081, -0.736], [0.123, -0.082, -0.308], [0.071, 0.616, -0.412], [-0.946, -0.611, -0.043], [-0.272, 0.450, 0.227], [-0.674, 0.276, 0.996], [1.133, 0.431, 0.806], [0.378, 1.422, -2.621], [-0.125, -0.695, -0.485], [0.110, -0.815, -0.404], [0.705, -0.265, 0.115], [0.104, 0.541, 1.205], [-2.842, -0.252, 2.216], [0.059, -0.028, -0.486], [-0.957, -2.202, -2.121], [0.025, 0.153, -0.174], [0.057, 0.285, -0.051], [-0.166, -0.158, 0.045], [-0.164, 0.073, 0.531], [0.662, 0.369, 0.223], [-0.196, -0.384, -0.171], [0.360, -0.217, 0.487], [-0.008, 0.129, -0.303], [0.170, 0.036, 0.150], [-0.206, 0.005, 0.153], [-0.258, 0.601, 0.280], [-0.322, -0.003, 0.241], [0.394, 0.160, -0.462], [0.011, -0.269, -0.166], [-0.635, -0.504, -0.194], [0.491, 0.192, -0.470], [-0.264, -0.208, 0.094], [-0.138, -0.106, -0.093], [0.004, 0.363, -0.095], [-0.111, 0.206, 0.186], [-0.092, 0.243, 0.098], [0.070, -0.088, -0.158], [-0.298, -0.411, -0.385], [0.058, 0.075, -0.118], [-0.683, 0.104, -0.588], [0.131, 0.193, -0.118], [0.086, 0.064, 0.061], [0.316, -0.245, 0.261], [0.100, -0.088, -0.069], [0.394, -0.134, 0.028], [0.068, 0.309, 0.669], [0.015, 0.161, 0.314], [0.308, 0.039, -0.140], [0.267, 0.063, 0.148], [0.206, 0.235, 0.079], [-0.206, -0.086, 0.222], [0.430, 0.081, -0.330], [-0.275, -0.199, 0.208], [0.027, -0.098, -0.437], [-0.398, -0.295, -0.164], [0.077, -0.291, 0.036], [-0.321, -0.291, 0.297]],
  "lowdin_charge": [0.510, 0.580, 0.550, 0.515, 0.528, 0.560, 0.146, 0.032, 0.172, 0.169, 0.179, 0.133, -0.243, -0.262, -0.200, -1.453, -0.242, -0.097, -0.180, -0.262, -0.113, -0.106, -0.203, -0.099, -0.180, -0.192, -0.132, -0.267, -1.567, -0.094, -0.213, -0.100, -0.207, -0.195, -0.246, -0.249, -0.184, -0.182, 0.063, 0.109, 0.089, 0.071, 0.071, -0.010, 0.061, 0.076, 0.112, 0.081, 0.058, 0.118, 0.073, 0.088, 0.106, 0.115, 0.119, 0.029, 0.120, 0.124, 0.108, 0.104, -0.001, 0.063, 0.082, 0.096, 0.076, 0.061, 0.044, 0.077, 0.078, 0.061, 0.062, 0.120, 0.073, 0.117, 0.020, 0.076, 0.123, 0.105, 0.092, 0.082]
}

[2]
{
  "formula": "C26H42N2O14S",
  "method": "the ωB97M-V functional and the def2-TZVPD basis",
  "homo_lumo_gap_ha": 0.37147,
  "total_energy_ev": -70123.424,
  "symbols": ["S", "O", "O", "O", "O", "O", "O", "O", "O", "O", "O", "O", "O", "O", "O", "N", "N", "C", "C", "C", "C", "C", "C", "C", "C", "C", "C", "C", "C", "C", "C", "C", "C", "C", "C", "C", "C", "C", "C", "C", "C", "C", "C", "H", "H", "H", "H", "H", "H", "H", "H", "H", "H", "H", "H", "H", "H", "H", "H", "H", "H", "H", "H", "H", "H", "H", "H", "H", "H", "H", "H", "H", "H", "H", "H", "H", "H", "H", "H", "H", "H", "H", "H", "H", "H"],
  "positions_angstrom": [[2.492, -0.150, 0.949], [-0.251, 3.508, 5.045], [-1.404, 1.661, -2.231], [1.813, 0.525, -0.350], [0.704, -4.428, -3.339], [-4.219, -3.905, -7.904], [-2.390, 2.863, 4.912], [3.884, -0.286, 0.858], [6.744, 0.279, 5.200], [2.041, 0.897, 2.021], [-2.409, -2.580, -7.957], [-0.595, -2.707, -3.946], [4.538, -0.100, 5.360], [1.847, -1.407, 1.076], [-3.619, 1.381, -2.028], [0.201, 5.031, 1.505], [-1.663, 0.633, 2.261], [7.763, 0.084, 4.205], [7.259, -1.056, 3.333], [0.643, 1.213, 0.152], [-0.149, 3.825, 1.425], [-3.052, -3.421, -7.404], [-1.416, 3.766, 5.153], [-2.448, 0.399, -3.924], [5.747, -0.857, 3.393], [0.349, -2.780, -1.699], [-0.943, 0.145, -3.965], [-0.212, 0.479, 2.529], [-2.608, 1.175, -2.633], [0.634, 2.825, 2.234], [-0.393, 1.342, -3.211], [-2.751, -4.071, -6.067], [-3.664, -5.296, -6.090], [1.353, -4.877, -2.131], [-4.812, -4.820, -6.968], [-3.680, 3.490, 5.012], [-3.457, 4.723, 5.877], [-1.329, 3.426, 0.577], [1.554, -3.622, -1.294], [0.670, 1.385, 1.669], [-2.023, 5.105, 5.517], [0.084, -3.251, -3.119], [5.559, -0.213, 4.752], [-3.985, -5.629, -5.105], [-4.186, 5.511, 5.699], [-4.385, 2.791, 5.454], [1.652, 3.169, 2.371], [0.205, 2.797, 3.234], [-1.816, 0.600, 1.260], [-2.220, 4.020, 0.741], [-1.492, 5.556, 6.350], [7.669, -1.040, 2.325], [-0.236, 0.659, -0.155], [-0.710, -0.767, -3.423], [0.542, 1.114, -2.702], [5.205, -1.796, 3.332], [-3.509, 4.449, 6.932], [-5.286, -5.633, -7.514], [5.395, -0.169, 2.626], [-0.420, 5.590, 0.917], [-3.020, -0.523, -3.892], [-2.100, -0.195, 2.647], [-1.703, -4.342, -5.993], [-0.529, -2.999, -1.088], [8.704, -0.151, 4.699], [7.882, 1.014, 3.645], [1.618, -3.820, -0.227], [7.522, -2.014, 3.786], [0.568, -1.715, -1.676], [0.702, -5.604, -1.642], [2.472, -3.117, -1.595], [0.667, 2.175, -0.341], [-0.540, 0.048, -4.971], [-1.032, 3.598, -0.456], [-4.020, 3.743, 4.005], [-5.576, -4.286, -6.399], [-0.061, 0.688, 3.580], [-3.018, -3.377, -5.270], [0.067, -0.565, 2.376], [-2.782, 1.023, -4.755], [-3.148, -6.128, -6.573], [-0.241, 2.216, -3.849], [2.291, -5.362, -2.388], [-1.559, 2.378, 0.632], [-1.979, 5.757, 4.643]],
  "atomic_forces_ev_per_a": [[-0.552, -1.491, -0.697], [-0.081, -0.183, 0.241], [0.058, -0.018, 0.060], [0.508, 0.379, 1.464], [0.024, 0.034, -0.023], [0.031, -0.055, -0.010], [-0.017, -0.018, 0.080], [1.457, 1.456, -0.278], [0.021, -0.057, 0.007], [0.303, -0.039, -0.667], [-0.083, 0.007, -0.235], [0.137, -0.630, -0.112], [0.069, 0.031, 0.233], [-1.305, -0.621, 0.599], [0.108, 0.063, 0.303], [0.372, 0.839, -0.092], [0.599, 0.213, -0.021], [0.120, -0.052, -0.099], [-0.080, -0.082, -0.133], [-0.464, 0.337, -0.825], [-0.327, -0.160, 0.226], [0.158, 0.236, 0.317], [0.189, 0.343, -0.119], [0.564, -0.156, 0.169], [0.622, -0.186, 0.213], [0.497, -0.153, -0.074], [-0.030, 0.201, -0.017], [-1.137, -0.900, -0.666], [-0.351, -0.027, -0.382], [-0.317, -0.465, -0.672], [0.127, -0.004, -0.238], [-0.255, -0.594, -0.216], [0.081, 0.029, 0.137], [0.154, -0.025, 0.186], [-0.048, -0.137, 0.093], [-0.191, 0.082, 0.033], [0.031, 0.153, 0.012], [0.526, -0.257, -0.565], [-0.050, 0.029, 0.085], [0.885, 0.042, 2.010], [-0.444, -0.194, 0.302], [-0.299, 0.108, 0.232], [-0.300, 0.046, -0.278], [-0.066, 0.034, -0.016], [-0.016, -0.037, -0.068], [0.117, -0.150, -0.056], [0.165, 0.201, -0.193], [-0.035, -0.115, -0.092], [-0.238, -0.246, -0.003], [-0.092, 0.062, 0.342], [0.206, 0.070, -0.166], [0.013, 0.078, 0.013], [-0.115, -0.055, -0.186], [-0.087, 0.218, -0.132], [-0.057, 0.115, 0.143], [-0.257, 0.146, -0.054], [-0.020, -0.020, -0.011], [-0.016, 0.113, -0.151], [-0.109, -0.043, 0.009], [0.030, 0.198, 0.155], [-0.198, 0.116, -0.049], [-0.276, 0.104, -0.006], [0.082, 0.324, 0.090], [-0.042, 0.091, -0.028], [-0.062, 0.086, 0.156], [-0.032, -0.002, -0.009], [-0.027, -0.011, -0.007], [0.035, 0.020, 0.012], [-0.225, 0.043, 0.023], [-0.038, 0.021, -0.026], [0.011, -0.009, 0.015], [-0.166, 0.117, -0.105], [0.032, -0.001, 0.017], [-0.120, 0.069, -0.216], [0.039, 0.002, -0.012], [0.020, 0.020, 0.008], [0.324, 0.342, 0.130], [0.142, 0.061, -0.003], [0.303, 0.053, -0.138], [-0.119, -0.024, 0.030], [-0.030, -0.007, -0.011], [-0.048, 0.029, 0.042], [-0.071, -0.030, -0.196], [-0.379, -0.114, 0.157], [0.120, 0.010, 0.011]],
  "lowdin_charge": [0.573, 0.109, -0.013, -0.173, 0.036, 0.022, 0.025, -0.208, 0.023, -0.136, 0.124, 0.096, 0.125, -0.234, 0.122, 0.141, 0.040, -0.160, -0.153, -0.123, -0.407, -0.485, -0.478, -0.055, -0.079, -0.068, -0.149, -0.176, -0.478, -0.041, -0.140, -0.081, -0.156, -0.143, -0.161, -0.151, -0.154, -0.026, -0.153, -0.359, -0.067, -0.462, -0.483, 0.114, 0.115, 0.124, 0.139, 0.088, 0.047, 0.092, 0.127, 0.115, 0.122, 0.070, 0.112, 0.129, 0.118, 0.122, 0.105, 0.055, 0.124, 0.078, 0.120, 0.140, 0.122, 0.126, 0.113, 0.116, 0.107, 0.127, 0.125, 0.126, 0.129, 0.082, 0.127, 0.125, 0.129, 0.121, 0.108, 0.135, 0.117, 0.130, 0.125, 0.037, 0.132]
}

In the order shown, the computed highest occupied orbital energy values come out to -8.43, -9.70 eV.